{"formula": "C4H6N2", "method": "ωB97M-V with the def2-TZVPD basis set", "symbols": ["C", "C", "C", "C", "N", "N", "H", "H", "H", "H", "H", "H"], "positions_angstrom": [[-0.93210, 1.12756, -0.11161], [-1.25196, -0.97452, 0.08476], [0.37299, 1.43881, 0.09792], [1.01040, -0.09870, -0.23085], [-1.73534, 0.27551, -0.13106], [0.02366, -1.13678, 0.01702], [-2.42481, -2.36951, 0.53325], [0.70505, 2.21595, -0.50901], [0.50861, 1.72813, 1.21186], [1.53427, -0.11283, -1.27332], [1.87746, 0.05125, 0.53192], [0.31175, -2.14487, -0.22088]], "forces_ev_per_angstrom": [[-1.4189, -0.8659, 0.2970], [-2.3071, -5.0842, 1.1028], [1.0583, -0.2857, 2.4260], [2.6056, 2.7005, -0.2067], [-1.3547, 1.6040, -0.2041], [0.7019, -1.9669, -1.0515], [2.5842, 3.0903, -1.1071], [1.3271, 1.3194, -1.2955], [-0.1503, -0.3677, -1.5683], [-1.4282, -0.2657, 1.6197], [-1.4966, -1.4053, -1.0207], [-0.1212, 1.5273, 1.0084]], "nbo_charge": [0.851, 0.429, -0.569, -0.217, -0.361, -0.507, 0.478, 0.354, 0.364, 0.323, 0.334, 0.521], "charge": 2, "homo_lumo_gap_ev": [10.158, 10.159]}